Below is C33H46BrIrN3P2Se as an isolated structure at a distorted geometry, with properties calculated with wB97M-V/def2-TZVPD.

```
87
Properties=species:S:1:pos:R:3:mulliken_spin:R:1
C 2.181 4.022 -1.095 0.2020
C 1.215 3.274 -1.810 0.1371
C 1.182 3.306 -3.225 0.2108
C 2.175 4.047 -3.872 0.0093
N 3.114 4.740 -3.194 0.9109
C 3.112 4.749 -1.846 0.0001
C 0.370 2.435 -1.120 0.2267
C -0.548 1.877 -0.469 0.1963
C -1.890 2.190 -0.003 0.0079
C -2.509 1.098 0.561 0.1141
C -3.828 1.057 0.954 0.1366
C -4.551 2.211 0.756 0.1664
C -4.016 3.373 0.196 0.0504
C -2.648 3.375 -0.177 0.0056
Ir -0.642 -0.523 0.061 1.2822
P 1.539 -0.443 -0.550 0.0689
H 0.431 2.758 -3.787 0.0138
H 2.200 4.030 -0.010 0.0134
H 2.203 4.072 -4.975 0.0268
H 3.883 5.347 -1.328 0.0276
H -2.213 4.283 -0.614 -0.0037
H -2.011 0.126 0.808 0.0218
H -4.671 4.242 0.072 0.0004
H -4.253 0.144 1.383 0.0015
C 2.235 -2.159 -0.302 0.0401
C 3.448 -2.596 -1.117 -0.0011
H 1.405 -2.858 -0.471 -0.0047
H 2.455 -2.201 0.775 -0.0079
H 3.683 -3.634 -0.845 0.0017
H 3.283 -2.571 -2.200 0.0010
H 4.338 -1.996 -0.903 -0.0003
C 1.888 -0.130 -2.333 0.0203
C 3.271 0.390 -2.721 0.0147
H 1.113 0.567 -2.668 -0.0250
H 1.712 -1.085 -2.840 -0.0077
H 3.311 0.500 -3.815 0.0004
H 3.501 1.373 -2.290 -0.0042
H 4.062 -0.314 -2.436 0.0005
C 2.719 0.655 0.337 0.0107
C 4.188 0.224 0.339 0.0035
H 2.351 0.749 1.369 -0.0074
H 2.594 1.644 -0.123 -0.0016
H 4.781 0.950 0.911 0.0015
H 4.342 -0.764 0.787 0.0000
H 4.612 0.195 -0.669 -0.0010
Br -6.345 2.110 1.383 0.3259
P -1.616 -1.550 -1.770 0.0689
C -0.472 -2.446 -2.881 0.0093
C -0.970 -3.722 -3.539 0.0162
H 0.430 -2.676 -2.295 0.0041
H -0.178 -1.718 -3.651 -0.0014
H -0.131 -4.143 -4.106 -0.0005
H -1.292 -4.468 -2.805 0.0004
H -1.789 -3.537 -4.244 -0.0025
C -2.716 -2.758 -0.940 0.0296
C -4.045 -3.055 -1.614 0.0151
H -2.881 -2.371 0.079 -0.0054
H -2.113 -3.672 -0.828 0.0012
H -4.602 -3.715 -0.939 0.0001
H -4.643 -2.149 -1.772 -0.0008
H -3.927 -3.577 -2.571 -0.0004
C -2.509 -0.347 -2.812 0.0023
C -3.035 -0.864 -4.149 0.0232
H -1.810 0.488 -2.977 -0.0045
H -3.324 0.062 -2.195 -0.0031
H -3.603 -0.049 -4.613 0.0013
H -2.227 -1.143 -4.835 -0.0011
H -3.710 -1.720 -4.033 -0.0006
C -1.978 -1.382 4.476 0.0184
N -0.818 -0.513 4.404 0.0206
C 0.055 -0.526 3.356 -0.0115
Se -0.186 -1.781 1.987 0.5924
N 1.143 0.214 3.725 0.0142
C 1.029 0.566 5.079 0.0121
C 2.075 0.679 5.986 -0.0026
C 1.784 0.431 7.332 0.0061
C 0.497 0.098 7.755 0.0087
C -0.551 -0.070 6.837 -0.0017
C -0.232 0.147 5.497 0.0139
H -2.422 -1.436 3.475 -0.0204
H -2.698 -0.956 5.179 0.0046
H -1.706 -2.399 4.806 0.0043
H 1.937 0.378 3.118 0.0029
H 3.075 0.877 5.603 -0.0001
H 2.609 0.452 8.051 0.0003
H 0.316 -0.082 8.814 0.0004
H -1.540 -0.405 7.125 -0.0002
```

The calculation puts the total energy at -196197.2988 eV. The spin multiplicity is 6. The net charge is +4. For the HOMO energy (alpha / beta), the calculation gives -17.252 / -18.220 eV. Its expectation value of S² is 8.86. Its lowest unoccupied orbital energy (alpha / beta) is -11.6 / -14.8 eV. The value obtained for the largest force on an atom is 4.2 eV/Å. Its energy above the lowest of the compared OMol25 structures with the same formula, charge and spin is 46.56 kJ/mol.


Below is C33H46Cl3IrN4O2SSi as an isolated structure at a distorted geometry, with properties calculated with wB97M-V/def2-TZVPD.

```
91
Properties=species:S:1:pos:R:3:mulliken_spin:R:1
Ir 1.391 1.232 -1.256 1.8743
C -2.043 2.889 1.332 0.0671
C -2.034 2.815 2.857 -0.0245
C -1.510 4.123 3.467 -0.0059
C -1.373 1.576 3.462 -0.1212
C -1.936 1.119 4.678 0.2973
C -1.596 -0.067 5.322 -0.1000
C -0.729 -0.967 4.735 0.2670
C -0.133 -0.593 3.530 -0.1447
C 0.673 -1.216 2.659 0.2467
C 0.697 -2.620 1.034 0.3720
C 2.719 -0.908 2.129 0.3907
C -0.385 0.796 2.885 0.1086
N 0.540 1.239 1.743 0.0875
C 1.046 2.454 1.871 0.0479
C 1.698 3.263 0.932 -0.0211
C 2.286 4.495 1.271 0.0186
C 2.753 5.061 0.103 0.0135
C 2.447 4.184 -0.948 0.0095
N 1.825 3.087 -0.456 0.0985
C 2.689 4.326 -2.433 0.0372
C 3.347 5.657 -2.781 0.0077
C 3.591 3.162 -2.886 0.0514
C 1.328 4.204 -3.150 0.0214
H -2.727 3.681 1.024 0.0003
H -2.389 1.953 0.891 -0.0035
H -1.067 3.115 0.908 -0.0275
H -3.080 2.730 3.165 -0.0056
H -0.548 4.407 3.040 0.0013
H -1.406 4.037 4.548 0.0004
H -2.216 4.926 3.254 -0.0005
H -2.706 1.733 5.129 0.0114
H -2.065 -0.316 6.264 -0.0019
H -0.507 -1.943 5.146 0.0048
H 2.379 -2.431 1.380 0.0767
H 0.806 -3.555 0.491 -0.0195
H -0.492 -2.149 0.275 0.0076
H -0.191 -3.081 1.794 0.0467
H 3.372 -1.296 2.918 0.0265
H 2.134 -1.599 0.641 0.0304
H 1.858 -2.357 2.441 0.0085
H 0.967 2.867 2.872 -0.0025
H 2.357 4.896 2.270 -0.0008
H 3.257 6.009 0.018 0.0023
H 4.337 5.731 -2.330 0.0002
H 2.739 6.494 -2.435 -0.0003
H 3.458 5.738 -3.862 -0.0008
H 4.555 3.201 -2.379 0.0000
H 3.741 3.207 -3.964 0.0011
H 3.111 2.205 -2.648 -0.0005
H 0.718 5.090 -2.971 -0.0005
H 0.800 3.330 -2.765 -0.0003
H 1.485 4.089 -4.222 -0.0001
C -3.460 -2.442 2.603 0.0031
C -2.988 -1.680 1.372 -0.0068
N -2.646 -2.544 0.246 0.0210
C -3.718 -3.377 -0.330 0.0135
C -3.562 -4.836 0.079 0.0008
C -1.455 -2.578 -0.309 0.1216
S -0.679 0.271 -0.582 0.8185
N -1.178 -3.290 -1.362 0.0544
C -0.400 -2.839 -2.370 0.0003
O -0.131 -1.632 -2.530 0.0686
C 0.042 -3.829 -3.386 0.0034
C -0.662 -5.014 -3.580 0.0042
C -0.305 -5.858 -4.620 0.0016
C 0.756 -5.531 -5.452 -0.0002
C 1.478 -4.365 -5.238 0.0006
C 1.120 -3.510 -4.208 0.0011
H -3.660 -1.739 3.410 0.0026
H -2.682 -3.135 2.926 -0.0025
H -4.373 -3.001 2.400 0.0001
H -2.108 -1.087 1.628 0.0182
H -3.764 -0.994 1.022 -0.0031
H -3.664 -3.284 -1.413 0.0007
H -4.668 -2.970 0.015 0.0003
H -2.590 -5.211 -0.238 0.0001
H -4.343 -5.435 -0.387 0.0009
H -3.627 -4.948 1.161 -0.0002
H -1.496 -5.251 -2.934 0.0002
H -0.862 -6.771 -4.786 0.0000
H 1.014 -6.183 -6.276 0.0000
H 2.309 -4.110 -5.881 0.0000
H 1.678 -2.601 -4.030 0.0008
O 1.037 0.863 -3.574 0.0639
H 0.161 1.202 -3.802 0.0018
H 0.892 -0.102 -3.454 -0.0197
Cl 1.560 -1.549 1.597 0.0431
Si 1.027 -0.152 0.541 -0.1376
Cl 3.391 0.554 1.693 0.0771
Cl 2.583 -1.064 -0.944 0.0945
```

The calculation puts the total energy at -104101.5260 eV. The spin multiplicity is 6. The net charge is +1. For the HOMO energy (alpha / beta), the calculation gives -8.819 / -10.346 eV. Its expectation value of S² is 8.83. Its lowest unoccupied orbital energy (alpha / beta) is -3.0 / -5.0 eV. The value obtained for the largest force on an atom is 16.9 eV/Å. Its energy above the lowest of the compared OMol25 structures with the same formula, charge and spin is 3664.19 kJ/mol.


Below is C33H46ClNO2P4Ti as an isolated structure at a distorted geometry, with properties calculated with wB97M-V/def2-TZVPD.

```
88
Properties=species:S:1:pos:R:3:lowdin_charge:R:1
P -3.210 1.688 1.295 1.1500
C -2.835 1.394 2.971 -0.3798
C -3.004 2.675 3.552 -0.1279
H -2.902 3.555 2.928 0.1004
C -3.503 2.780 4.841 -0.0552
H -3.813 3.760 5.204 0.1201
C -3.640 1.627 5.615 -0.0497
H -4.061 1.710 6.617 0.1185
C -3.242 0.378 5.114 -0.0599
H -3.311 -0.481 5.784 0.1162
C -2.797 0.237 3.793 -0.0553
H -2.419 -0.718 3.421 0.1041
C -1.972 2.620 0.382 -0.3654
C -0.771 3.152 0.913 -0.0914
H -0.347 2.745 1.841 0.0978
C -0.134 4.172 0.206 -0.0819
H 0.746 4.654 0.618 0.1096
C -0.626 4.632 -1.015 -0.0809
H -0.179 5.493 -1.506 0.1136
C -1.713 3.996 -1.604 -0.0757
H -2.126 4.349 -2.547 0.1172
C -2.333 2.938 -0.943 -0.1171
H -3.178 2.424 -1.409 0.1130
C -3.837 0.247 0.348 -0.3160
C -5.211 0.494 0.498 -0.1408
H -5.503 1.270 1.206 0.0907
C -6.148 -0.134 -0.311 -0.0480
H -7.184 0.178 -0.221 0.1193
C -5.726 -1.121 -1.196 -0.0541
H -6.462 -1.628 -1.812 0.1167
C -4.370 -1.456 -1.288 -0.0687
H -4.086 -2.265 -1.956 0.1054
C -3.389 -0.770 -0.547 -0.0782
H -2.332 -1.058 -0.615 0.0676
Ti 2.147 -1.762 0.671 0.4053
C 2.479 -0.799 -1.441 -0.0608
C 1.682 0.067 -2.091 -0.3512
H 3.361 -1.231 -1.930 0.0539
C 0.399 0.395 -1.330 -0.2738
O -0.748 0.091 -2.281 -0.0827
H -1.576 0.566 -2.046 0.0685
C 0.646 -0.602 -0.257 -0.1291
H 0.292 1.487 -1.149 0.1369
C 0.306 -1.762 0.437 -0.4390
Cl 1.912 -2.447 2.965 0.1299
P 0.600 -3.652 -0.260 0.8554
P 3.099 0.271 1.825 0.7596
C 1.077 -5.070 0.731 -0.1889
H 0.908 -4.866 1.790 0.0403
H 2.136 -5.307 0.584 0.0638
H 0.463 -5.920 0.403 0.0743
C -1.158 -3.821 -0.513 -0.1971
H -1.465 -3.309 -1.426 0.0678
H -1.688 -3.376 0.332 0.0611
H -1.393 -4.879 -0.588 0.0687
C 1.348 -3.877 -1.887 -0.1823
H 2.433 -4.006 -1.795 0.0516
H 1.147 -3.016 -2.531 0.0489
H 0.908 -4.779 -2.335 0.0804
C 4.407 -0.547 2.809 -0.2836
H 5.144 -1.012 2.145 0.0523
H 3.943 -1.371 3.380 -0.0314
H 4.889 0.149 3.501 0.0565
C 3.985 1.297 0.617 -0.2560
H 3.254 1.823 -0.010 0.0312
H 4.561 0.637 -0.043 0.0450
H 4.653 2.027 1.089 0.0630
C 2.285 1.407 2.984 -0.2237
H 1.539 0.839 3.553 0.0492
H 1.773 2.215 2.446 0.0273
H 3.006 1.846 3.687 0.0664
P 2.120 0.695 -3.752 0.8776
C 3.811 0.213 -3.991 -0.1611
C 1.914 2.463 -3.655 -0.1502
H 3.948 -0.866 -3.864 0.0733
H 4.469 0.758 -3.306 0.0849
H 4.014 0.502 -5.024 0.0776
H 0.867 2.743 -3.470 0.0702
H 2.236 2.805 -4.644 0.0734
H 2.564 2.888 -2.875 0.0802
C 1.013 -0.057 -4.923 -0.1528
H 1.219 -1.133 -5.006 0.0806
H 1.254 0.455 -5.861 0.0736
H -0.031 0.110 -4.622 0.0656
H -0.443 -1.641 1.279 0.1267
O 5.570 -4.401 0.786 0.1213
C 4.638 -3.733 0.502 -0.4789
N 3.699 -3.042 0.214 -0.0341
```

The calculation puts the total energy at -113326.2402 eV. The net charge is +2. For the HOMO energy (alpha / beta), the calculation gives -10.868 / -12.485 eV. Its lowest unoccupied orbital energy (alpha / beta) is -8.4 / -6.6 eV. The value obtained for the largest force on an atom is 3.7 eV/Å. Its energy above the lowest of the compared OMol25 structures with the same formula, charge and spin is 758.34 kJ/mol.


- net charge of number 1 (C33H46BrIrN3P2Se)?
  +4


- The lowest net charge belongs to which entry?
  C33H46Cl3IrN4O2SSi